# 1
116
Properties=species:S:1:pos:R:3:forces:R:3:lowdin_charge:R:1 method="wB97M-V/def2-TZVPD" total_charge=+1 fmax_ha_per_bohr=0.0354 orbital_gap_ev=6.43 homo_ev=-11.173
O -4.39829 -0.97956 1.76280 0.2534 0.2544 -1.1323 0.13
C -4.41697 -0.99032 0.55365 -0.4452 -0.3887 1.6303 -0.47
O -4.66512 0.14536 -0.18128 0.3797 -0.6963 -0.3302 0.07
C -4.16960 -2.25983 -0.23238 0.6522 0.9568 -0.3333 -0.06
C -3.14694 -2.00431 -1.37590 -0.6628 -1.0721 0.2019 -0.14
C -1.93768 -2.95377 -1.26101 0.2912 1.0848 -0.1617 -0.09
C -0.91743 -2.50272 -0.25927 -1.3760 -0.9827 -0.2093 -0.17
C -0.84507 -3.05728 1.01609 0.2957 0.3028 0.0585 -0.01
C 0.15553 -2.58592 1.80232 0.6800 0.6879 0.7870 -0.35
P 0.42147 -3.27696 3.50222 -0.8672 -1.5134 0.5157 0.56
O 1.97475 -2.99115 3.77986 -0.3572 0.7480 -0.4298 -0.35
Br -0.68029 -1.80722 4.79151 0.1642 0.1924 -0.4963 0.32
C 0.99956 -1.59141 1.27487 0.8156 0.3190 0.6503 -0.08
N 0.90654 -1.04296 0.09829 -0.5018 -0.4651 -0.1856 0.17
N -0.08545 -1.56097 -0.62011 0.3369 0.4765 -0.3439 0.13
H -3.91408 0.73437 -0.03757 -0.2141 0.6066 0.1979 0.09
H -3.75947 -2.97081 0.46977 -0.1051 -0.1914 0.2999 0.11
H -5.09274 -2.67519 -0.61691 -0.2625 0.0929 -0.0888 0.13
H -3.63059 -2.27130 -2.30781 -0.0101 0.1686 -0.3025 0.11
H -2.87136 -0.95899 -1.45175 0.2129 0.1301 0.0123 0.11
H -1.44772 -2.95197 -2.23172 0.0663 -0.4065 -0.1932 0.12
H -2.27308 -3.94068 -0.97527 -0.0123 -0.3131 -0.2231 0.13
H -1.52958 -3.81552 1.35526 -0.2176 -0.1838 -0.0608 0.13
H 2.10755 -3.08897 4.74572 0.5777 -0.3028 0.3764 0.01
H 1.81042 -1.24270 1.89298 0.1799 0.2231 0.0247 0.13
H -0.18259 -1.19575 -1.56422 0.4549 0.5150 -0.4713 0.15
C 3.64715 -4.04909 7.39585 0.1169 -0.1051 -0.0978 -0.10
O 2.99524 -3.23579 6.40426 -0.1462 0.2004 -0.3867 -0.16
H 2.88954 -4.66257 7.87536 -0.0851 0.0737 -0.0343 0.09
H 4.39604 -4.69083 6.92867 -0.0921 0.0575 0.1313 0.05
H 4.11975 -3.41160 8.14391 -0.0453 -0.0326 0.0420 0.09
H 3.67767 -2.69390 5.99619 0.1170 0.0737 0.1543 0.08
C 0.30239 -7.27643 0.89615 -0.0898 0.2528 0.0424 -0.14
O 1.05399 -6.06135 0.94362 0.1040 -0.1474 -0.0572 -0.13
H 1.00644 -8.10207 0.87176 0.0577 0.0293 -0.0039 0.08
H -0.33026 -7.37355 1.78176 -0.0024 -0.0994 -0.0205 0.08
H -0.31891 -7.31215 -0.00266 0.0016 -0.1096 0.0129 0.08
H 0.42773 -5.33776 0.96464 -0.0650 0.0694 0.0341 0.01
C -2.87094 2.89125 1.58412 -0.0406 -0.1451 0.2965 -0.11
O -2.15113 2.31899 2.67702 0.1732 -0.0930 -0.2093 -0.13
H -2.43792 3.86254 1.36361 0.0548 -0.0209 -0.0350 0.08
H -2.78147 2.26049 0.69216 0.0559 0.1099 -0.1247 0.06
H -3.92223 3.01861 1.83474 -0.0901 0.0421 -0.0874 0.09
H -2.53985 1.46122 2.86862 -0.1169 0.0070 0.1354 0.07
C -0.91620 6.67992 1.90796 -0.0230 -0.3138 0.1869 -0.16
O -0.13232 6.14223 2.96764 0.0268 0.0967 -0.2297 -0.12
H -0.52046 7.65958 1.65122 0.0455 0.0094 0.0583 0.08
H -0.87144 6.03956 1.02211 -0.0765 0.1023 -0.0885 0.05
H -1.95914 6.78860 2.22011 -0.0267 0.0922 -0.1114 0.08
H -0.49548 5.27927 3.18861 0.0526 -0.0148 0.2777 0.05
C -6.56178 3.26459 -1.41349 0.0822 -0.2284 0.1689 -0.14
O -5.96935 2.91031 -0.16589 0.0658 0.0837 -0.0962 -0.13
H -6.63383 4.34758 -1.45438 0.0232 0.0160 0.0402 0.08
H -5.94466 2.91726 -2.24707 -0.0558 0.0653 -0.0765 0.07
H -7.56376 2.83743 -1.50015 -0.0221 0.0656 -0.0839 0.08
H -5.91060 1.95147 -0.13541 -0.0872 -0.0387 0.0736 0.03
C 1.38164 0.53853 -4.19004 -0.1204 -0.0320 0.0644 -0.13
O 0.35696 -0.22835 -3.54334 -0.1738 -0.4602 0.4458 -0.16
H 2.30660 0.40242 -3.63381 -0.0466 -0.0579 0.0671 0.08
H 1.52081 0.19533 -5.21314 0.0515 0.0952 -0.0287 0.07
H 1.11350 1.59481 -4.19464 0.0549 0.0130 -0.0753 0.08
H -0.45786 -0.09753 -4.04280 -0.0170 0.2790 -0.0685 0.04
C 5.99065 -6.17539 4.60373 0.1335 -0.0952 0.2282 -0.13
O 5.95790 -5.88249 6.00158 -0.0146 -0.1650 -0.1833 -0.15
H 5.31036 -5.49167 4.10193 -0.0249 0.0240 0.0429 0.08
H 6.99735 -6.03446 4.20532 -0.0382 0.0027 -0.0940 0.08
H 5.66701 -7.20190 4.41611 -0.0157 0.0263 -0.1089 0.07
H 6.56330 -6.48991 6.43875 0.0490 0.0553 0.1127 0.07
C -0.43384 6.32358 -2.28240 0.2463 -0.2312 0.1663 -0.16
O -0.66287 5.15512 -1.49124 -0.1219 -0.0238 -0.1159 -0.14
H -1.37404 6.61597 -2.73820 -0.0503 -0.0078 0.0692 0.08
H -0.07639 7.14073 -1.65443 -0.0545 0.1026 -0.0986 0.07
H 0.29793 6.11286 -3.06845 -0.0287 0.0868 -0.0452 0.08
H 0.17500 4.91148 -1.09173 0.0361 -0.0276 0.0581 0.07
C -3.16156 1.44091 -5.44772 0.0444 -0.1861 0.0359 -0.13
O -2.36772 0.92316 -4.37624 0.0898 -0.1372 0.0811 -0.14
H -2.82166 2.45115 -5.65491 0.0413 0.0126 0.0623 0.08
H -3.04123 0.82924 -6.34435 -0.0361 0.0567 -0.0399 0.08
H -4.21528 1.46856 -5.16415 -0.0152 0.0673 -0.0583 0.08
H -2.68062 0.03024 -4.20183 -0.0848 -0.0640 -0.0866 0.05
C -0.64375 9.99749 -2.46206 -0.2380 0.0445 0.1938 -0.15
O -1.71510 9.22523 -1.92438 0.1406 0.0212 -0.0987 -0.14
H -0.06291 9.35284 -3.11738 -0.0261 -0.0424 -0.0037 0.07
H -1.02687 10.84030 -3.04191 0.1077 0.0143 -0.0496 0.08
H 0.00360 10.37016 -1.66415 0.0792 0.0294 -0.0787 0.08
H -2.22310 9.79994 -1.34734 -0.0855 -0.0148 0.0427 0.08
C 0.11037 2.75107 5.96444 -0.1166 -0.0592 -0.2923 -0.15
O -0.75237 3.42815 5.06263 0.1451 0.0304 0.0314 -0.13
H 0.28778 3.39085 6.82444 -0.0411 0.0525 -0.0166 0.08
H -0.35630 1.81985 6.30119 0.1395 -0.0237 0.1320 0.07
H 1.06781 2.52875 5.48349 0.0683 -0.0520 0.1483 0.08
H -0.89464 2.84296 4.31135 -0.2774 0.1251 -0.1346 0.03
C 5.59103 -9.51156 6.94318 -0.1513 0.2673 0.0845 -0.15
O 5.47404 -8.57857 8.01373 0.1274 -0.0460 -0.1193 -0.12
H 6.14807 -10.36976 7.30768 0.0188 0.0139 0.0446 0.08
H 4.60477 -9.84308 6.60874 0.0514 -0.0811 -0.0696 0.08
H 6.13043 -9.07121 6.09849 0.0107 -0.1204 -0.0562 0.06
H 4.97896 -7.82228 7.68650 -0.0602 0.0449 0.0405 0.06
C 2.34442 2.76531 -7.63542 -0.3415 -0.0449 -0.0827 -0.13
O 1.30720 2.00571 -7.00939 0.1720 0.0084 0.0336 -0.14
H 3.25827 2.61946 -7.06761 -0.0242 -0.0231 0.0555 0.06
H 2.50076 2.42240 -8.66065 0.1059 0.0754 -0.0048 0.08
H 2.08992 3.82678 -7.63520 0.1464 0.0331 -0.0331 0.08
H 0.50464 2.14219 -7.51754 -0.0667 -0.0093 -0.0135 0.07
C -1.49048 -3.78572 -5.21027 -0.3524 0.0962 0.0068 -0.14
O -2.37406 -2.66233 -5.28980 0.1711 0.0851 0.2621 -0.14
H -0.47893 -3.41204 -5.07384 -0.0227 0.0843 -0.0169 0.08
H -1.76462 -4.41454 -4.35746 0.1395 -0.1214 -0.0538 0.07
H -1.53554 -4.37455 -6.12729 0.0921 -0.0607 0.0412 0.08
H -3.26385 -3.00197 -5.41371 -0.0535 0.0114 -0.1242 0.08
C 4.72457 3.25286 -4.52241 -0.1665 0.2801 0.2134 -0.16
O 4.48731 4.63123 -4.78415 0.0653 -0.1632 -0.1676 -0.12
H 5.09035 2.79236 -5.43634 0.0170 0.0559 -0.0354 0.07
H 5.47606 3.12917 -3.73832 0.0083 -0.1190 -0.0268 0.08
H 3.79502 2.76031 -4.22005 0.0761 -0.1541 -0.0163 0.06
H 4.16519 5.03253 -3.97440 -0.0034 0.0865 0.0285 0.07

# 2
124
Properties=species:S:1:pos:R:3:forces:R:3:lowdin_charge:R:1 method="wB97M-V/def2-TZVPD" fmax_ha_per_bohr=0.1422 orbital_gap_ev=9.20 e_above_lowest_kcal_mol=111.3 homo_ev=-9.196
C -5.00956 2.92458 0.51648 -0.5322 -0.5198 -0.2966 -0.02
C -3.81304 3.81345 0.73042 0.4538 -0.0431 1.0372 -0.50
C -2.63077 3.28939 1.45567 1.2968 -1.6516 3.3146 -0.05
O -3.24239 4.13714 -0.45941 0.5785 0.8478 -4.8099 -0.08
H -5.45878 3.25011 -0.42178 -0.5860 0.3713 0.3252 0.09
H -5.70375 2.86875 1.35498 -0.1244 0.6458 -0.0842 0.09
H -4.85488 1.86495 0.31314 1.0085 -0.0352 0.0640 0.04
H -4.06265 4.82683 1.04483 -0.9838 -0.4268 1.5119 0.15
H -2.35830 2.23403 1.44609 -1.0467 -0.6971 -0.7326 0.06
H -2.71435 3.40253 2.53656 0.0052 0.4428 0.3033 0.08
H -1.63111 3.61829 1.17177 -0.3505 1.1693 -0.2319 0.08
H -2.77254 4.95691 -0.28966 0.3455 -0.0737 -0.5268 0.11
C 1.71047 -3.02628 -4.71967 -0.2358 0.4556 -0.0597 -0.05
C 0.20909 -3.30277 -4.79572 0.0405 0.4288 -0.7066 -0.47
C -0.43815 -3.26634 -3.44791 -0.0702 -0.6241 1.6445 -0.07
O -0.57024 -2.45754 -5.65868 0.5470 -0.4055 -0.4879 -0.05
H 2.18794 -3.78084 -4.09456 -0.0956 0.0057 0.2144 0.07
H 1.88004 -2.04178 -4.28369 0.2779 0.0776 -0.0481 0.07
H 2.19516 -3.11961 -5.69151 -0.1559 0.3057 -0.0916 0.08
H 0.18508 -4.26384 -5.30941 -0.6642 -0.2901 0.3705 0.13
H -0.58382 -2.27821 -3.01146 -0.0279 0.4825 -0.6978 0.07
H 0.18763 -3.69761 -2.66656 0.2162 -0.5409 -0.0626 0.06
H -1.39225 -3.78970 -3.38547 -0.0833 -0.0162 -0.2989 0.08
H -0.52313 -1.53754 -5.38853 0.1706 0.2583 0.3439 0.07
C -1.83599 0.36849 4.11699 -0.9268 -0.7542 -0.6520 -0.03
C -2.82605 -0.62497 3.39619 -0.2577 0.8125 -0.3466 -0.39
C -4.25245 0.00434 3.09613 0.9366 -0.4735 1.0337 -0.03
O -2.24481 -1.10450 2.18410 0.5339 1.0702 -0.5663 -0.10
H -2.24321 0.47282 5.12267 0.4100 -0.0871 0.1999 0.08
H -1.75015 1.38304 3.72788 -0.4405 -0.0443 -0.5062 0.05
H -0.81767 -0.01949 4.09277 -0.2505 -0.3656 0.3304 0.05
H -2.86554 -1.53595 3.99339 -0.5318 0.3320 0.6116 0.14
H -5.03791 -0.74980 3.14543 0.0937 -0.1405 -0.3824 0.08
H -4.27023 0.53706 2.14535 0.1567 -0.1591 -0.0182 0.04
H -4.53601 0.72935 3.85906 0.1887 0.1029 0.1271 0.07
H -2.73205 -1.82902 1.78501 -0.2217 -0.3833 0.0398 0.08
C 5.76810 0.47925 0.56633 -0.1171 -1.2121 1.1844 -0.07
C 4.96396 -0.54243 -0.26947 1.0735 3.3152 -2.3283 -0.36
C 3.66973 0.12802 -0.82452 -0.3776 -0.5323 0.5457 -0.05
O 5.87104 -0.73041 -1.44326 -0.9695 -0.9209 0.9830 -0.09
H 6.63795 -0.05367 0.95033 0.0641 -0.0057 0.2385 0.08
H 5.19009 0.82855 1.42189 -0.0328 0.1589 0.0950 0.07
H 6.19656 1.33671 0.04741 -0.5683 -0.0005 -0.4740 0.08
H 4.81599 -1.48828 0.25167 0.0024 0.0994 -0.3095 0.12
H 3.66041 1.18683 -1.08327 1.2692 0.2511 -0.1310 0.07
H 2.87501 0.17197 -0.07980 -0.1597 -0.7476 0.1550 0.06
H 3.31429 -0.37095 -1.72606 0.0045 -0.3339 0.3495 0.06
H 6.08130 0.17172 -1.69534 0.0605 0.0049 -0.2175 0.06
C 1.14527 3.66976 3.41018 0.2760 -0.9419 -1.2535 -0.01
C 1.76605 2.33747 2.95948 1.2436 1.5196 -1.1682 -0.54
C 1.80517 1.24062 3.90572 -0.1608 -0.6892 1.9343 -0.04
O 1.24804 1.89511 1.73837 -1.3936 0.4001 -0.7058 -0.08
H 1.94751 4.21148 3.91122 -0.6975 -0.0550 1.0634 0.09
H 0.17092 3.43265 3.83740 0.2089 0.6271 0.7723 0.08
H 0.96815 4.30866 2.54500 -0.1765 -0.1699 -0.2977 0.07
H 2.80284 2.56867 2.71513 0.5823 0.1596 0.2502 0.12
H 2.19825 0.35549 3.40558 0.0008 -0.1864 0.2578 0.09
H 0.82188 1.07008 4.34407 -0.0664 -0.2855 -0.1598 0.06
H 2.43874 1.51147 4.75031 0.2189 -0.1954 0.0244 0.10
H 1.14935 0.94165 1.68575 -0.0537 -0.4834 -0.1528 0.06
C 2.19626 3.64093 -0.85390 -1.3192 0.1239 -1.6291 -0.83
O 2.57767 3.77227 -1.97702 2.9165 0.8590 -3.1473 0.04
N 0.96793 3.36750 -0.63504 -6.0497 -1.7917 1.1333 0.19
N 2.77986 3.84556 0.27914 4.5614 1.3897 2.7538 0.20
H 0.29067 3.20605 -1.36672 0.4888 -0.2454 -0.0476 0.11
H 0.82648 2.96743 0.28149 -0.9981 -0.1288 -0.2404 0.06
H 3.66702 4.31656 0.17335 0.1394 -0.4495 0.7331 0.13
H 2.44325 3.44371 1.14246 0.4144 0.3850 -0.5107 0.06
C -2.55646 3.74048 -4.17106 1.0797 1.1632 -3.1723 -0.74
O -2.09742 3.55756 -5.30505 -0.2068 0.5308 0.1255 0.00
N -3.15541 4.86823 -3.76651 -1.2861 2.0555 0.3695 0.16
N -2.41633 2.89081 -3.21500 -0.1170 -2.6389 3.2838 0.19
H -3.58453 4.88171 -2.85230 0.0906 0.2326 -0.2379 0.08
H -3.21265 5.70015 -4.33637 0.0004 -0.5390 -0.0508 0.11
H -1.82876 2.08189 -3.35829 -0.0410 -0.2827 -0.3489 0.06
H -2.74984 3.15489 -2.29896 0.2941 -0.3633 0.0894 0.07
C 0.08427 -0.49685 -0.63773 -0.7354 2.1636 -0.3536 -0.72
O 0.91246 -0.85333 -1.43262 1.5822 -1.4510 -1.5980 0.01
N 0.14375 -0.73397 0.66088 0.7685 -0.9584 1.3674 0.19
N -0.89766 0.34542 -0.95070 -1.3031 0.7586 -0.2486 0.22
H -0.68282 -0.59716 1.22494 0.0339 -0.5532 0.2394 0.07
H 0.76469 -1.52406 0.76234 0.2929 -0.1945 1.4791 0.06
H -1.63313 0.35485 -0.25854 -0.2248 0.6988 -0.8026 0.07
H -0.93598 0.73094 -1.88344 -0.4384 -0.2920 -0.0407 0.08
C 0.49732 1.57396 -4.02818 1.7103 -1.2651 1.8307 -0.75
O -0.53991 0.95280 -4.11784 -1.8346 -1.5011 -0.3290 0.01
N 1.66269 1.12301 -3.56752 1.3581 -1.7421 0.0395 0.19
N 0.62610 2.84870 -4.15617 -1.7990 5.1162 -2.0360 0.18
H 1.68707 0.25032 -3.05968 0.1909 0.2122 0.1622 0.07
H 2.27654 1.90966 -3.41106 0.6923 -1.0382 0.7201 0.08
H -0.12381 3.28515 -4.67312 -0.1427 0.3861 -0.1469 0.09
H 1.47932 3.37802 -4.04691 -0.2046 -0.2847 0.1387 0.11
C -3.75905 -1.72259 -1.26005 -1.1827 0.1793 2.4506 -0.66
O -3.22171 -2.60567 -0.60169 0.8302 -0.4712 -1.2863 0.01
N -4.50113 -1.82361 -2.36136 0.0188 -2.2158 -2.3311 0.18
N -3.98217 -0.53031 -0.70120 -0.4083 2.5353 0.3182 0.16
H -4.35871 -2.68713 -2.86549 -0.2094 0.1136 -0.1500 0.12
H -4.86304 -1.06153 -2.91666 0.4873 0.0560 0.3128 0.12
H -4.85579 -0.15563 -1.04253 0.3301 0.7016 0.5770 0.11
H -3.67557 -0.29046 0.23077 -0.1260 -0.4406 -0.1296 0.07
C 2.90162 -3.67327 4.47354 0.4334 0.5330 -1.5096 -0.75
O 3.51682 -4.42198 3.74528 0.5369 -1.0836 -1.1798 0.04
N 2.98064 -3.71131 5.75382 0.2934 -0.5256 4.7470 0.17
N 2.15152 -2.64284 4.09115 -0.7065 0.3500 -1.3059 0.17
H 2.43335 -2.98579 6.19450 0.5517 -0.8222 0.9582 0.11
H 3.55045 -4.40469 6.21712 -0.3368 0.3709 0.1165 0.13
H 2.21281 -2.57901 3.08504 -0.6851 1.1825 -0.5632 0.05
H 1.85175 -1.95923 4.77152 -0.0007 -0.0019 -0.8589 0.10
C -1.35501 -4.85395 0.92344 -1.8259 -3.1801 1.5079 -0.75
O -0.82892 -5.46552 1.84935 -0.2229 0.2798 -0.1918 0.02
N -2.54635 -5.10211 0.34935 -2.5642 -2.0197 -0.2748 0.14
N -0.90031 -3.84077 0.29766 4.9117 5.2354 -1.3944 0.17
H -3.12904 -5.89501 0.57715 0.4568 0.1313 0.0750 0.11
H -2.78728 -4.55989 -0.46800 -0.2924 -0.2682 0.4092 0.06
H -1.33797 -3.29319 -0.42946 -0.3435 -0.4385 0.3704 0.08
H -0.08983 -3.39953 0.70821 0.1061 -0.2214 -0.1109 0.09
C 2.75042 -3.21575 0.56684 0.3026 -3.9690 2.9583 -0.75
O 2.26135 -2.42197 1.34445 -0.1667 2.7114 1.8970 -0.01
N 2.38479 -3.25598 -0.64216 -1.5845 1.0043 -5.6093 0.21
N 3.39996 -4.31997 0.95607 1.3439 -0.3754 0.0243 0.20
H 2.42844 -4.07262 -1.23486 0.1463 0.3861 0.1967 0.13
H 1.77512 -2.48665 -0.87994 -0.0698 0.1197 -0.9445 0.07
H 3.59462 -5.00595 0.24078 0.2489 0.0875 0.5538 0.11
H 3.63947 -4.45645 1.92772 -0.0921 -0.1532 0.3221 0.06

Number 1: calculated total energy -5297.6544 a.u.. Number 2: calculated total energy -2773.9104 a.u..